Entry a
Entry from the OMol25 dataset: a cluster of 4 separate species, C2H10O4 in total (ωB97M-V with the def2-TZVPD basis set).

Last columns: bonded neighbours and bond lengths (Å).
Element x y z (Å)
1 C -1.231 1.612 1.321  C2 1.347, H4 1.106, H5 1.056
2 C -0.330 0.611 1.309  C1 1.347, O3 1.352, H6 1.111
3 O -0.860 -0.599 1.596  C2 1.352, H7 0.922
4 H -1.038 2.701 1.305  C1 1.106
5 H -2.276 1.480 1.248  C1 1.056
6 H 0.710 0.699 0.926  C2 1.111
7 H -0.335 -1.313 1.343  O3 0.922
8 O 0.920 -2.156 0.028  H9 0.946, H10 0.981
9 H 1.691 -1.613 -0.044  O8 0.946
10 H 0.450 -2.026 -0.824  O8 0.981
11 O -0.837 -0.272 -1.466  H12 0.979, H13 0.972
12 H -1.750 -0.369 -1.806  O11 0.979
13 H -0.942 -0.031 -0.530  O11 0.972
14 O 2.018 0.227 -1.154  H15 0.947, H16 0.969
15 H 2.663 0.628 -1.721  O14 0.947
16 H 1.147 0.419 -1.530  O14 0.969

Summary:
LUMO energy: 0.531 eV
HOMO energy: -8.88 eV
Frontier orbital gap: 0.346 hartree
Net charge: 0

Here are the Mulliken charges for atoms 1 to 4, given in e: atom 1 (C): -0.558, atom 2 (C): -0.237, atom 3 (O): -0.462, atom 4 (H): 0.238

Entry b
Entry from the OMol25 dataset: a cluster of 4 separate species, C2H10O4 in total (ωB97M-V with the def2-TZVPD basis set).

Last columns: bonded neighbours and bond lengths (Å).
Element x y z (Å)
1 C 1.811 -0.477 1.480  C2 1.506, H4 1.092, H5 1.091, H6 1.079
2 C 0.506 0.014 0.911  C1 1.506, O3 1.206, H7 1.104
3 O -0.456 -0.710 0.838  C2 1.206
4 H 2.386 -0.827 0.620  C1 1.092
5 H 1.681 -1.220 2.268  C1 1.091
6 H 2.409 0.313 1.908  C1 1.079
7 H 0.571 1.045 0.523  C2 1.104
8 O -2.738 0.991 1.156  H9 0.974, H10 0.971
9 H -2.226 0.215 1.447  O8 0.974
10 H -2.709 0.874 0.193  O8 0.971
11 O -0.996 3.117 0.765  H12 0.959, H13 0.978
12 H -1.097 3.790 1.440  O11 0.959
13 H -1.612 2.389 0.980  O11 0.978
14 O 1.099 -3.305 -5.061  H15 0.958, H16 0.961
15 H 0.742 -2.417 -5.089  O14 0.958
16 H 0.629 -3.791 -4.378  O14 0.961

Summary:
LUMO energy: 0.580 eV
HOMO energy: -10.32 eV
Frontier orbital gap: 0.400 hartree
Net charge: 0

Here are the Mulliken charges for atoms 1 to 4, given in e: atom 1 (C): -1.009, atom 2 (C): 0.332, atom 3 (O): -0.569, atom 4 (H): 0.289

Entry c
Entry from the OMol25 dataset: a cluster of 4 separate species, C2H10O4 in total (ωB97M-V with the def2-TZVPD basis set).

Last columns: bonded neighbours and bond lengths (Å).
Element x y z (Å)
1 C -1.180 0.538 1.403  C2 1.466, H4 1.094, H5 1.111
2 C -0.966 1.772 0.641  C1 1.466, O3 1.706, H6 1.069, H15 1.080
3 O -0.156 1.352 -0.801  C2 1.706, H7 0.967
4 H -2.192 0.161 1.574  C1 1.094
5 H -0.634 0.475 2.369  C1 1.111
6 H -0.428 2.589 1.073  C2 1.069
7 H -0.234 0.421 -0.552  O3 0.967
8 H -0.536 -2.082 -1.617  O10 0.959
9 H 0.835 -1.190 -1.673  O10 1.061
10 O -0.204 -1.223 -1.886  H8 0.959, H9 1.061
11 H 1.358 -1.006 0.228  O13 0.979
12 H 0.221 -0.105 1.192  O13 1.199
13 O 0.931 -1.068 1.107  H11 0.979, H12 1.199
14 H 2.883 -1.176 -1.867  O16 0.962
15 H -1.867 1.951 0.073  C2 1.080
16 O 2.169 -1.409 -1.266  H14 0.962

Summary:
LUMO energy: -4.890 eV
HOMO energy: -8.86 eV
Frontier orbital gap: 0.146 hartree
Net charge: 0

Here are the Mulliken charges for atoms 1 to 4, given in e: atom 1 (C): -0.529, atom 2 (C): -0.080, atom 3 (O): -0.369, atom 4 (H): 0.274

Most stable of them? entry b.

Entry a
Entry from the OMol25 dataset: a cluster of 4 separate species, C2H10O4 in total (ωB97M-V with the def2-TZVPD basis set).

Last columns: bonded neighbours and bond lengths (Å).
Element x y z (Å)
1 C 1.876 -0.452 1.509  C2 1.477, H4 1.093, H5 1.089, H6 1.092
2 C 0.617 0.065 0.936  C1 1.477, O3 1.226, H7 1.104
3 O -0.395 -0.627 0.940  C2 1.226
4 H 2.454 -0.987 0.750  C1 1.093
5 H 1.693 -1.235 2.242  C1 1.089
6 H 2.523 0.352 1.867  C1 1.092
7 H 0.431 1.072 0.526  C2 1.104
8 O -2.704 1.023 1.157  H9 0.963, H10 0.960
9 H -2.436 0.202 1.584  O8 0.963
10 H -2.699 0.884 0.207  O8 0.960
11 O -1.027 3.124 0.597  H12 0.961, H13 0.990
12 H -1.014 3.700 1.367  O11 0.961
13 H -1.610 2.403 0.940  O11 0.990
14 O 1.056 -3.294 -5.105  H15 0.974, H16 0.954
15 H 0.837 -2.386 -4.826  O14 0.974
16 H 0.396 -3.844 -4.690  O14 0.954

Summary:
LUMO energy: 0.614 eV
HOMO energy: -10.06 eV
Frontier orbital gap: 0.392 hartree
Net charge: 0

Here are the Mulliken charges for atoms 1 to 4, given in e: atom 1 (C): -0.966, atom 2 (C): 0.245, atom 3 (O): -0.519, atom 4 (H): 0.276

Entry b
Entry from the OMol25 dataset: a cluster of 4 separate species, C2H10O4 in total (ωB97M-V with the def2-TZVPD basis set).

Last columns: bonded neighbours and bond lengths (Å).
Element x y z (Å)
1 C 0.125 2.883 3.908  C2 1.329, H4 1.083, H5 1.094
2 C 0.025 3.601 2.794  C1 1.329, O3 1.374, H6 1.092
3 O 0.663 3.568 1.578  C2 1.374, H7 0.964
4 H 0.092 3.602 4.716  C1 1.083
5 H 0.603 1.906 4.034  C1 1.094
6 H -0.383 4.614 2.839  C2 1.092
7 H 1.319 2.861 1.592  O3 0.964
8 O 2.306 0.103 -4.288  H9 0.951, H10 0.959
9 H 2.317 0.747 -4.988  O8 0.951
10 H 1.754 0.397 -3.562  O8 0.959
11 O -2.415 -4.301 0.225  H12 0.966, H13 0.951
12 H -1.630 -4.053 -0.281  O11 0.966
13 H -2.201 -5.040 0.784  O11 0.951
14 O -0.751 -3.566 -2.718  H15 0.967, H16 0.981
15 H -0.495 -4.279 -3.319  O14 0.967
16 H -1.328 -3.042 -3.314  O14 0.981

Summary:
LUMO energy: 0.582 eV
HOMO energy: -9.14 eV
Frontier orbital gap: 0.357 hartree
Net charge: 0

Here are the Mulliken charges for atoms 1 to 4, given in e: atom 1 (C): -0.663, atom 2 (C): 0.072, atom 3 (O): -0.463, atom 4 (H): 0.214

Most stable of them? entry a.

Entry a
Entry from the OMol25 dataset: a cluster of 2 separate species, C2H4F2N in total (ωB97M-V with the def2-TZVPD basis set).

Last columns: bonded neighbours and bond lengths (Å).
Element x y z (Å)
1 C -1.541 -0.501 0.132  C2 1.490, N3 1.272, H6 1.094
2 C -0.795 0.723 0.537  C1 1.490, N3 1.590, H8 1.132, H9 1.054
3 N -0.339 -0.795 0.425  C1 1.272, C2 1.590, F4 1.302
4 F 0.551 -1.728 0.614  N3 1.302
5 F 2.612 0.057 -1.134  H7 0.961
6 H -2.576 -0.743 -0.128  C1 1.094
7 H 3.320 0.507 -1.604  F5 0.961
8 H -0.390 1.318 -0.337  C2 1.132
9 H -0.841 1.162 1.495  C2 1.054

Summary:
LUMO energy: -5.794 eV
HOMO energy: -17.76 eV
Frontier orbital gap: 0.440 hartree
Net charge: +1

Here are the Mulliken charges for atoms 1 to 4, given in e: atom 1 (C): 0.069, atom 2 (C): -0.154, atom 3 (N): 0.200, atom 4 (F): -0.036

Entry b
Entry from the OMol25 dataset: the ion C2H4F2N with charge +1 (ωB97M-V with the def2-TZVPD basis set).

Last columns: bonded neighbours and bond lengths (Å).
Element x y z (Å)
1 F 2.160 -1.164 0.012  N2 1.286
2 N 1.326 -0.185 0.026  F1 1.286, F3 1.594, C4 1.441, C5 1.418
3 F 2.341 1.038 -0.097  N2 1.594
4 C 0.115 -0.156 -0.755  N2 1.441, C5 1.514, H6 1.049, H7 1.200
5 C 0.135 0.113 0.735  N2 1.418, C4 1.514, H8 1.177, H9 1.081
6 H -0.224 -1.134 -0.921  C4 1.049
7 H 0.013 0.686 -1.603  C4 1.200
8 H 0.032 1.078 1.402  C5 1.177
9 H -0.303 -0.613 1.406  C5 1.081

Summary:
LUMO energy: -7.157 eV
HOMO energy: -19.56 eV
Frontier orbital gap: 0.456 hartree
Net charge: +1

Here are the Mulliken charges for atoms 1 to 4, given in e: atom 1 (F): -0.072, atom 2 (N): 0.614, atom 3 (F): -0.172, atom 4 (C): -0.263

Most stable of them? entry a.

Entry a
Entry from the OMol25 dataset: the ion C18H34F6IN4O5P2S with charge +1 (ωB97M-V with the def2-TZVPD basis set).

Last columns: bonded neighbours and bond lengths (Å).
Element x y z (Å)
1 C 0.151 4.925 -0.652  N2 1.484, H38 1.092, H39 1.087, H40 1.092
2 N -0.531 3.854 -1.419  C1 1.484, C3 1.467, H41 1.014
3 C -1.170 2.871 -0.538  N2 1.467, N4 1.474, H42 1.094, H43 1.087
4 N -1.002 1.472 -0.970  C3 1.474, C5 1.332, C29 1.482
5 C 0.250 1.077 -1.196  N4 1.332, N6 1.297, N8 1.406
6 N 1.294 1.731 -0.790  C5 1.297, I7 2.047, H44 1.011
7 I 3.229 1.184 -1.173  N6 2.047
8 N 0.508 -0.121 -1.886  C5 1.406, C9 1.484, C19 1.438
9 C 0.673 -1.266 -0.955  N8 1.484, C10 1.528, H45 1.094, H46 1.087
10 C -0.580 -1.782 -0.249  C9 1.528, C11 1.555, H47 1.093, H48 1.089
11 C -0.199 -2.851 0.815  C10 1.555, C12 1.542, H49 1.090, H50 1.086
12 C 0.060 -2.166 2.171  C11 1.542, C13 1.565, H51 1.088, H52 1.092
13 C 1.383 -2.663 2.846  C12 1.565, C14 1.544, H53 1.088, H54 1.085
14 C 2.179 -1.473 3.425  C13 1.544, C15 1.537, H55 1.090, H56 1.093
15 C 2.866 -1.820 4.755  C14 1.537, C16 1.533, H57 1.090, H58 1.088
16 C 3.691 -0.596 5.169  C15 1.533, O17 1.411, H59 1.097, H60 1.093
17 O 4.275 -0.759 6.443  C16 1.411, C18 1.407
18 C 3.703 0.063 7.431  O17 1.407, H61 1.087, H62 1.096, H63 1.095
19 C -0.423 -0.305 -2.967  N8 1.438, C20 1.554, P26 1.884, O28 1.407
20 C -0.326 -1.739 -3.558  C19 1.554, O21 1.424, H64 1.092, H65 1.087
21 O 1.016 -2.040 -3.927  C20 1.424, C22 1.352
22 C 1.143 -2.572 -5.163  O21 1.352, F23 1.305, F24 1.310, F25 1.307
23 F 2.419 -2.730 -5.383  C22 1.305
24 F 0.584 -3.755 -5.218  C22 1.310
25 F 0.679 -1.802 -6.113  C22 1.307
26 P 0.024 0.845 -4.390  C19 1.884, O27 1.481, H66 1.411, H67 1.413
27 O 0.243 2.235 -3.929  P26 1.481
28 O -1.786 -0.144 -2.655  C19 1.407, C29 1.389
29 C -2.086 0.924 -1.819  N4 1.482, O28 1.389, C30 1.571, P36 1.936
30 C -3.192 0.403 -0.832  C29 1.571, O31 1.422, H68 1.088, H69 1.090
31 O -4.411 1.122 -0.970  C30 1.422, C32 1.349
32 C -5.446 0.547 -0.322  O31 1.349, F33 1.304, F34 1.292, F35 1.322
33 F -5.876 -0.508 -0.957  C32 1.304
34 F -6.386 1.431 -0.248  C32 1.292
35 F -5.140 0.181 0.910  C32 1.322
36 P -2.988 2.226 -2.932  C29 1.936, S37 1.949, H70 1.411, H71 1.415
37 S -4.188 1.364 -4.202  P36 1.949
38 H 1.227 4.738 -0.665  C1 1.092
39 H 0.007 5.856 -1.195  C1 1.087
40 H -0.250 5.082 0.351  C1 1.092
41 H -1.307 4.311 -1.886  N2 1.014
42 H -0.645 2.958 0.419  C3 1.094
43 H -2.203 3.114 -0.303  C3 1.087
44 H 1.182 2.583 -0.258  N6 1.011
45 H 1.323 -0.905 -0.153  C9 1.094
46 H 1.237 -2.082 -1.399  C9 1.087
47 H -0.992 -0.940 0.312  C10 1.093
48 H -1.379 -2.116 -0.909  C10 1.089
49 H 0.692 -3.354 0.439  C11 1.090
50 H -1.016 -3.565 0.866  C11 1.086
51 H -0.747 -2.370 2.872  C12 1.088
52 H 0.145 -1.082 2.073  C12 1.092
53 H 1.093 -3.287 3.689  C13 1.088
54 H 1.991 -3.239 2.158  C13 1.085
55 H 1.532 -0.624 3.642  C14 1.090
56 H 2.962 -1.190 2.717  C14 1.093
57 H 2.124 -1.981 5.538  C15 1.090
58 H 3.545 -2.665 4.654  C15 1.088
59 H 3.021 0.272 5.190  C16 1.097
60 H 4.446 -0.383 4.408  C16 1.093
61 H 3.884 -0.375 8.410  C18 1.087
62 H 2.614 0.124 7.317  C18 1.096
63 H 4.099 1.084 7.429  C18 1.095
64 H -0.992 -1.735 -4.424  C20 1.092
65 H -0.726 -2.483 -2.875  C20 1.087
66 H 1.245 0.323 -4.870  P26 1.411
67 H -0.912 0.672 -5.435  P26 1.413
68 H -2.807 0.412 0.185  C30 1.088
69 H -3.383 -0.646 -1.058  C30 1.090
70 H -2.026 2.939 -3.678  P36 1.411
71 H -3.621 3.188 -2.111  P36 1.415

Summary:
LUMO energy: -4.279 eV
HOMO energy: -11.36 eV
Frontier orbital gap: 0.260 hartree
Net charge: +1

Here are the Mulliken charges for atoms 1 to 4, given in e: atom 1 (C): -1.049, atom 2 (N): -0.030, atom 3 (C): -2.225, atom 4 (N): 1.047

Entry b
Entry from the OMol25 dataset: the ion C18H34F6IN4O5P2S with charge +1 (ωB97M-V with the def2-TZVPD basis set).

Last columns: bonded neighbours and bond lengths (Å).
Element x y z (Å)
1 C 1.299 -4.856 0.581  N2 1.477, H38 1.093, H39 1.090, H40 1.093
2 N 2.130 -3.635 0.606  C1 1.477, C3 1.445, H41 1.012
3 C 1.515 -2.535 1.314  N2 1.445, N4 1.483, H42 1.096, H43 1.095
4 N 1.706 -1.210 0.676  C3 1.483, C5 1.348, C29 1.491
5 C 1.269 -1.017 -0.585  N4 1.348, N6 1.323, N8 1.395
6 N 0.505 -1.902 -1.204  C5 1.323, I7 2.028, H44 1.007
7 I -0.130 -1.748 -3.124  N6 2.028
8 N 1.529 0.190 -1.235  C5 1.395, C9 1.493, C19 1.438
9 C 0.387 1.138 -1.080  N8 1.493, C10 1.524, H45 1.096, H46 1.092
10 C 0.173 1.780 0.286  C9 1.524, C11 1.543, H47 1.098, H48 1.091
11 C -1.119 2.622 0.243  C10 1.543, C12 1.539, H49 1.095, H50 1.090
12 C -2.371 1.813 0.622  C11 1.539, C13 1.549, H51 1.092, H52 1.096
13 C -3.589 2.000 -0.316  C12 1.549, C14 1.538, H53 1.094, H54 1.094
14 C -4.290 0.681 -0.682  C13 1.538, C15 1.531, H55 1.097, H56 1.097
15 C -5.802 0.830 -0.865  C14 1.531, C16 1.525, H57 1.094, H58 1.093
16 C -6.438 -0.483 -1.310  C15 1.525, O17 1.411, H59 1.100, H60 1.098
17 O -7.840 -0.364 -1.422  C16 1.411, C18 1.410
18 C -8.579 -1.063 -0.446  O17 1.410, H61 1.091, H62 1.098, H63 1.096
19 C 2.863 0.671 -0.993  N8 1.438, C20 1.526, P26 1.861, O28 1.423
20 C 3.083 2.116 -1.430  C19 1.526, O21 1.421, H64 1.094, H65 1.091
21 O 2.687 2.265 -2.787  C20 1.421, C22 1.360
22 C 3.528 2.990 -3.571  O21 1.360, F23 1.309, F24 1.337, F25 1.352
23 F 3.058 2.967 -4.793  C22 1.309
24 F 3.643 4.253 -3.148  C22 1.337
25 F 4.775 2.469 -3.565  C22 1.352
26 P 3.995 -0.450 -1.955  C19 1.861, O27 1.486, H66 1.399, H67 1.403
27 O 3.670 -1.872 -1.673  P26 1.486
28 O 3.209 0.684 0.387  C19 1.423, C29 1.407
29 C 2.833 -0.392 1.212  N4 1.491, O28 1.407, C30 1.550, P36 1.932
30 C 2.367 0.229 2.554  C29 1.550, O31 1.419, H68 1.093, H69 1.093
31 O 3.119 -0.321 3.623  C30 1.419, C32 1.361
32 C 2.983 0.306 4.824  O31 1.361, F33 1.336, F34 1.313, F35 1.344
33 F 3.588 1.497 4.829  C32 1.336
34 F 3.522 -0.457 5.747  C32 1.313
35 F 1.689 0.514 5.119  C32 1.344
36 P 4.455 -1.396 1.520  C29 1.932, S37 1.933, H70 1.396, H71 1.400
37 S 5.987 -0.247 1.778  P36 1.933
38 H 0.733 -4.908 -0.353  C1 1.093
39 H 1.956 -5.727 0.585  C1 1.090
40 H 0.631 -4.946 1.442  C1 1.093
41 H 2.994 -3.878 1.076  N2 1.012
42 H 0.432 -2.701 1.356  C3 1.096
43 H 1.829 -2.439 2.358  C3 1.095
44 H 0.274 -2.771 -0.752  N6 1.007
45 H -0.518 0.555 -1.291  C9 1.096
46 H 0.439 1.876 -1.883  C9 1.092
47 H 0.019 0.976 1.018  C10 1.098
48 H 1.032 2.352 0.642  C10 1.091
49 H -1.237 3.013 -0.773  C11 1.095
50 H -0.985 3.476 0.907  C11 1.090
51 H -2.680 2.083 1.634  C12 1.092
52 H -2.124 0.745 0.642  C12 1.096
53 H -4.325 2.631 0.190  C13 1.094
54 H -3.276 2.518 -1.227  C13 1.094
55 H -4.118 -0.064 0.105  C14 1.097
56 H -3.873 0.294 -1.621  C14 1.097
57 H -6.258 1.118 0.087  C15 1.094
58 H -6.021 1.590 -1.620  C15 1.093
59 H -6.175 -1.272 -0.590  C16 1.100
60 H -6.028 -0.790 -2.281  C16 1.098
61 H -9.580 -0.630 -0.409  C18 1.091
62 H -8.132 -0.966 0.551  C18 1.098
63 H -8.664 -2.129 -0.690  C18 1.096
64 H 4.142 2.348 -1.281  C20 1.094
65 H 2.513 2.795 -0.795  C20 1.091
66 H 3.799 -0.064 -3.285  P26 1.399
67 H 5.276 -0.002 -1.597  P26 1.403
68 H 1.303 0.029 2.703  C30 1.093
69 H 2.504 1.312 2.488  C30 1.093
70 H 4.566 -2.196 0.381  P36 1.396
71 H 4.137 -2.296 2.544  P36 1.400

Summary:
LUMO energy: -4.074 eV
HOMO energy: -11.35 eV
Frontier orbital gap: 0.267 hartree
Net charge: +1

Here are the Mulliken charges for atoms 1 to 4, given in e: atom 1 (C): -0.982, atom 2 (N): -0.022, atom 3 (C): -2.130, atom 4 (N): 1.108

Most stable of them? entry b.